(1)
This record from the OMol25 dataset describes a molecular structure, C43H50AsN2O6PSSn. The level of theory is ωB97M-V/def2-TZVPD.

Element x y z (Å)
C: -0.491784 -5.572999 -0.300863
C: -1.392084 -4.534699 -0.465063
H: -1.431684 3.322601 4.028337
H: -5.787184 0.487101 2.355037
H: 1.925416 -3.506099 4.655837
H: -2.596884 -4.176599 3.967937
O: -0.143784 1.963801 3.333637
H: -2.723984 4.741201 2.779137
C: -0.107184 3.636301 0.854337
C: -1.574484 -3.603699 0.543137
H: 3.528216 -3.216699 3.934937
C: -1.004084 0.102301 -1.153363
H: -5.818484 -1.944099 1.927637
H: 1.157816 4.294801 -5.936163
C: -1.551284 -0.956899 -2.126863
C: 2.305916 2.299301 -4.180963
H: -1.630284 0.242701 3.312737
H: -3.784184 -3.277799 2.214637
C: 1.143816 1.658101 -4.880663
H: -2.291184 -0.433899 0.498537
C: -3.756084 -2.214399 2.410637
H: 2.073616 -2.580699 3.132537
N: 1.742716 -0.593899 -4.034463
C: 3.446116 -0.607199 -2.295963
H: -0.347984 -6.300499 -1.085363
C: 3.644716 -1.723799 6.737337
C: -2.296784 5.417601 0.811037
C: -4.886484 -0.095399 2.477737
C: 4.806016 -0.658799 -1.973563
As: 2.728116 -1.134799 5.111437
C: 0.237216 -5.667799 0.872737
C: -0.875084 -3.711499 1.737037
C: -1.703184 -3.700799 4.369337
H: -3.678084 1.593201 3.010437
C: 3.059916 -0.518799 -3.654763
S: 3.762116 0.327901 4.075937
H: 1.162316 -1.053099 -3.344063
C: -0.109284 -0.326799 -5.484563
C: -0.918584 1.820901 -6.128463
C: -1.051284 0.444801 -6.129863
H: 3.101416 -2.552899 7.189137
H: -2.266984 -2.786099 0.409337
H: -1.677984 2.429901 -6.596463
H: 0.945716 -6.471999 1.002737
C: 2.533316 -2.796299 4.099337
C: 0.166816 2.433401 -5.517063
H: -1.580384 1.841701 -2.302663
C: 0.950316 -0.611799 5.730637
O: -3.638184 6.875201 -0.289563
C: -4.903884 -1.461499 2.241437
H: 6.817716 -0.684499 -2.685363
C: 4.063816 -0.464399 -4.630763
H: 0.379616 4.504101 -1.044163
C: 0.054216 -4.738999 1.878637
C: 2.507916 -0.493599 -1.168463
H: -0.018484 -1.429999 -0.021863
C: -2.049384 4.659501 1.937537
H: 0.607716 -1.290799 6.510037
P: -1.000084 -2.508599 3.121837
H: -1.944684 -4.442499 -1.388963
O: 2.929316 -0.205499 -0.038263
H: -0.745184 -1.463099 -2.652563
H: 3.197916 2.261501 -4.808263
C: 0.978716 0.266301 -4.848063
C: 5.773316 -0.635399 -2.951663
C: -0.669284 1.377501 -1.929863
H: 2.530916 1.782801 -3.250163
C: -0.832984 2.960301 3.169637
H: -3.003784 0.728601 -0.617563
C: 0.234216 3.933001 -5.487563
H: -0.156784 2.081801 -1.282763
H: 3.707016 -0.895399 7.445437
H: -1.748484 1.245701 0.519237
H: -0.603284 4.360501 -6.033163
O: -4.217484 6.246001 1.686537
H: 4.655716 -2.046099 6.480237
H: -1.896584 -0.022799 -6.611263
H: 0.186116 4.293001 -4.459363
C: -2.559184 -0.229499 3.024337
C: -3.708284 0.523401 2.858437
H: -2.123284 -1.715699 -1.597763
H: 3.764416 -0.414099 -5.667263
H: -1.585484 6.013101 -1.126963
C: -1.400684 5.375001 -0.275763
N: -3.458084 6.238201 0.732637
H: -1.967884 -3.155299 5.274137
H: -0.034384 1.159801 -2.780363
H: -0.213284 -1.400299 -5.440663
C: -2.570084 -1.603099 2.805837
C: -0.990184 3.749901 1.983037
C: 5.395516 -0.529299 -4.286663
H: 2.099716 3.337501 -3.944563
C: -2.081684 0.430401 -0.123663
H: 5.071216 -0.722599 -0.929563
H: 6.147416 -0.516999 -5.061863
H: 0.263716 -0.620699 4.883037
O: 0.845516 2.801901 0.762537
H: 0.637316 -4.810799 2.785837
H: -2.198184 -0.488599 -2.865963
H: -0.968784 -4.466499 4.610237
O: 1.250916 -0.679299 -1.430663
H: 1.007316 0.405201 6.123437
C: 0.238716 -0.419299 -0.402563
Sn: 1.324916 0.675101 1.537837
C: -0.327784 4.543201 -0.230063

Forces on atoms 1 to 2 (eV/Å):
-0.02 -0.01 -0.07
0.04 -0.02 -0.16

The calculation puts the LUMO energy at -0.0016 Eh. The calculation puts the energy above the lowest of the compared OMol25 structures with the same formula, charge and spin at 2.390 eV. The highest occupied orbital energy is -0.272 hartree. For the strongest force on any atom, the calculation gives 0.0241 hartree/bohr. The HOMO-LUMO gap comes out at 7.367 eV.

***

(2)
This record from the OMol25 dataset describes a single C3H4N2O2 molecule. The level of theory is ωB97M-V/def2-TZVPD.

Element x y z (Å)
C: 0.086988 -0.714577 -0.398847
N: -0.929204 0.658832 1.227497
C: -0.178953 1.557918 0.717916
O: 0.782822 1.469900 -0.200939
H: 0.508398 -2.818043 -0.198062
C: 0.114687 -2.127493 -0.985817
H: 0.782614 -2.160741 -1.848286
H: -0.252211 2.584797 1.136611
N: 0.821292 0.207902 -0.886740
H: -0.886415 -2.445073 -1.323160
O: -0.724490 -0.660295 0.681949

Forces on atoms 1 to 2 (eV/Å):
0.11 -0.85 -0.15
0.32 0.51 -0.46

The calculation puts the LUMO energy at 0.0317 Eh. Its structure (SMILES) is CC1=NOC=NO1. The calculation puts the energy above the lowest of the compared OMol25 structures with the same formula, charge and spin at 4.995 eV. The highest occupied orbital energy is -0.347 hartree. For the strongest force on any atom, the calculation gives 0.0237 hartree/bohr. The HOMO-LUMO gap comes out at 10.300 eV.

***

(3)
This record from the OMol25 dataset describes 3 unconnected molecules or ions with the total composition C24H32Br5FI2NO4S. The level of theory is ωB97M-V/def2-TZVPD.

Element x y z (Å)
H: 5.985046 0.542890 -6.089147
S: 3.289077 -1.955376 -4.067522
H: 1.089320 -2.386179 -0.343271
C: 1.182655 -0.156458 -0.609531
I: -1.290668 4.028794 -4.717333
H: 7.686647 0.221143 -4.389653
H: 3.633363 -1.738662 -0.437381
C: 6.725091 0.624852 -4.079205
H: 3.111532 -2.950628 -1.593223
H: 0.987295 -1.791332 -1.987030
H: 2.107551 0.428829 -0.753526
H: 0.377199 2.328563 -0.753759
H: 4.630669 -0.994456 -2.353385
O: -3.078765 1.207817 3.012794
H: 6.148806 -0.153911 -3.591216
H: -0.696552 -0.232049 -1.670161
O: 3.580280 -0.242926 1.691882
C: -1.240836 1.501970 0.196904
C: -4.331679 -1.498619 2.715850
H: 3.180662 -0.024575 -2.517782
C: -4.839033 -1.817682 0.016040
H: -1.178973 -0.639418 0.408908
H: 1.192993 -0.277823 -3.378983
O: -1.260608 0.135584 2.279931
H: -2.292649 1.346346 -0.066083
C: 1.488876 -1.621717 -1.017964
H: -2.669094 1.450918 7.416900
C: -3.623073 -0.719648 1.801876
C: -0.545605 3.607639 -2.732593
H: -0.181879 0.735515 -3.707512
C: -2.649696 0.278961 2.382434
C: -3.927814 0.174245 6.241720
F: 1.322913 1.293627 1.262801
H: 6.445501 2.176771 -5.576683
C: -5.267053 -2.402009 2.275111
Br: -4.644099 -1.639568 6.301134
H: -3.397326 -0.317364 -0.310103
C: -3.255705 0.542128 7.537350
H: -3.207763 0.171189 5.425289
H: 0.850116 -1.977481 1.707557
C: 0.682147 0.629701 -3.036172
C: -1.305934 2.476138 -2.006931
C: 2.790733 -1.092526 1.941337
C: -3.899947 -0.906890 0.459262
C: 1.266685 -0.976754 1.872443
H: -2.153562 2.970411 -1.509724
H: -4.213940 -1.410182 3.797555
C: 6.009098 1.237518 -5.251560
H: 1.365044 1.488562 -3.118363
H: -6.306844 -3.289408 0.595971
Br: 4.136922 1.604402 -4.838877
Br: -1.191252 3.152716 1.228222
O: 0.350790 4.204528 -2.225772
C: 3.541883 -1.055632 -2.479906
Br: 7.141239 1.954868 -2.721994
H: -1.750235 1.753324 -2.697626
H: 3.305208 -0.960798 -4.982813
I: 3.569358 -3.025841 2.592075
H: 0.927063 -0.675338 2.877026
Br: -4.557758 0.953647 8.921491
C: 0.753781 0.063196 0.875983
H: -5.854482 -3.000379 2.971946
C: -0.773892 0.233897 0.963857
C: -5.545286 -2.585312 0.922543
C: 0.147391 0.477988 -1.594214
H: -4.754333 0.831223 5.988746
H: -2.620006 -0.247961 7.925777
H: -5.059126 -1.919739 -1.045916
C: 2.989065 -1.893216 -1.310260
N: -0.426530 1.747961 -1.045540

Forces on atoms 1 to 2 (eV/Å):
-0.02 -0.01 0.04
-0.46 -0.02 0.11

The calculation puts the LUMO energy at -0.1120 Eh. Its net charge is +1. The calculation puts the energy above the lowest of the compared OMol25 structures with the same formula, charge and spin at 0.545 eV. The highest occupied orbital energy is -0.430 hartree. For the strongest force on any atom, the calculation gives 0.0418 hartree/bohr. The HOMO-LUMO gap comes out at 8.652 eV.

***

(4)
This record from the OMol25 dataset describes 2 unconnected molecules or ions with the total composition C6H14N2. The level of theory is ωB97M-V/def2-TZVPD.

Element x y z (Å)
C: -0.322467 -0.882691 2.589876
H: 0.477178 1.055242 2.775532
H: 0.942688 -1.185475 -2.712882
C: -2.301603 -1.470345 1.266999
H: 1.616342 -0.554899 -1.199420
H: 0.290606 1.045101 0.052412
H: 0.595747 2.230021 -1.224233
H: 1.683527 0.882788 -3.725539
H: 2.461739 1.281175 -2.348813
H: -1.059653 1.857346 -0.762490
N: -0.129604 0.405627 -1.948974
H: -0.224379 -1.924418 2.876946
H: -2.207551 -2.510400 1.556060
N: 2.123313 0.499407 -2.895543
H: -0.824634 -0.287754 -1.696896
H: 1.361989 -0.285796 3.692520
C: -0.071726 1.424322 -0.912975
C: 0.552783 0.008380 3.040558
H: -1.544070 0.477099 1.409612
C: -1.439863 -0.560432 1.706934
C: 1.148676 -0.274158 -2.152701
H: -3.129037 -1.230142 0.613016

Forces on atoms 1 to 2 (eV/Å):
-0.01 -0.01 -0.03
0.01 0.05 -0.01

The calculation puts the LUMO energy at 0.0336 Eh. Its structure (SMILES) is C=CC=C.CNCN. The calculation puts the energy above the lowest of the compared OMol25 structures with the same formula, charge and spin at 1.832 eV. The highest occupied orbital energy is -0.329 hartree. For the strongest force on any atom, the calculation gives 0.0031 hartree/bohr. The HOMO-LUMO gap comes out at 9.858 eV.

***

(5)
This record from the OMol25 dataset describes a molecular structure, C23H21IN3O4RuS2Se. The level of theory is ωB97M-V/def2-TZVPD.

Element x y z (Å)
S: -1.937167 -4.395192 0.606026
H: -3.519645 3.368690 -5.316308
Se: 1.318263 2.892082 2.474681
H: -4.970421 1.666069 3.513110
C: -4.247318 2.901080 -1.558392
H: 2.571229 -2.573751 -0.374845
H: -3.772312 0.443985 1.734718
C: 3.939357 -0.224959 -0.886865
H: -5.574279 4.352485 -4.328575
C: -2.701699 2.162975 1.034983
C: -1.133762 -2.848571 0.354056
H: 1.443429 -0.334920 2.720728
C: 2.584198 -0.396440 -0.517515
C: -3.526927 -4.103914 -0.202757
H: -1.401381 1.011236 -1.958605
S: -2.021740 -1.334940 0.478438
H: -4.540600 4.078366 3.871529
H: 0.048234 0.463482 3.471503
C: -2.452741 3.520001 1.260194
C: -3.077488 2.349754 -2.092655
C: 0.355659 -0.307325 2.768248
C: 2.002848 -1.652755 -0.277675
O: 0.152339 2.143718 1.415108
C: -4.036159 3.547398 3.073035
O: 1.558960 4.328545 1.769386
C: 4.413068 1.030260 -1.163265
H: -4.119292 -5.003573 -0.035231
C: -3.113193 4.202518 2.266665
C: -3.603949 1.505232 1.872276
C: 3.552298 2.132517 -1.068353
Ru: -0.286947 0.321680 0.823523
H: 4.581623 -1.096133 -0.940241
N: 0.124794 -2.903339 0.090354
C: -5.130369 3.612237 -2.356074
C: 2.248985 1.900646 -0.663473
H: -1.706598 4.021187 0.657987
C: -1.940346 1.451725 -0.004753
O: 0.569751 2.975576 3.906921
C: -2.088864 1.567909 -1.322881
H: 3.894007 3.143787 -1.233395
H: -1.954651 2.103556 -3.898038
H: -6.027837 4.028478 -1.913101
H: 1.566020 2.727823 -0.509034
H: -4.469327 2.766664 -0.508937
N: 0.703908 -1.698317 0.006045
C: -4.274669 2.195229 2.872288
C: -3.730958 3.243175 -4.260554
H: -2.883056 5.246193 2.442115
O: 2.617111 1.926493 2.468705
H: -3.399256 -3.942807 -1.272618
I: -0.237990 -2.148657 3.686678
H: 5.452438 1.170059 -1.440390
C: -4.881174 3.794198 -3.710808
C: -2.850185 2.531448 -3.461489
N: 1.761784 0.692453 -0.409404
H: -4.030503 -3.246013 0.237530

Forces on atoms 1 to 2 (eV/Å):
-0.10 -0.08 0.09
0.01 0.00 0.00

The calculation puts the LUMO energy (alpha / beta) at 0.1544 / 0.1515 Eh. Its net charge is -2. The spin multiplicity is 6. The calculation puts the energy above the lowest of the compared OMol25 structures with the same formula, charge and spin at 0.000 eV. The highest occupied orbital energy (alpha / beta) is -0.008 / -0.095 hartree. For the strongest force on any atom, the calculation gives 0.0082 hartree/bohr. The HOMO-LUMO gap (alpha / beta) comes out at 4.409 / 6.702 eV.